Here is a molecular structure, C4H4LiOTl at a distorted geometry from the Open Molecules 2025 dataset. Energies are from wB97M-V/def2-TZVPD.

The multiplicity is 2. For the highest occupied orbital energy (alpha / beta), the calculation gives -12.3 / -11.8 eV. The electronic energy is -11145.3072 eV. Its total charge is +1. The calculation puts the HOMO-LUMO gap (alpha / beta) at 7.4 / 6.8 eV. The LUMO energy (alpha / beta) comes out at -4.9582 / -4.9946 eV.

Last column: Löwdin spin population.
CARTESIAN COORDINATES (ANGSTROEM)
C (-0.629, 2.009, -1.047)  0.029
C (-1.203, 2.952, -1.688)  0.928
O (0.542, -1.099, 0.755)  0.013
C (0.217, 0.643, -0.040)  0.028
C (-0.508, -0.668, -0.104)  -0.001
H (1.200, 0.723, -0.527)  0.002
H (0.192, 1.201, 0.910)  -0.001
H (-0.499, -1.104, -1.113)  0.000
H (-1.507, -0.623, 0.353)  0.000
Tl (2.091, -2.656, -0.035)  0.002
Li (0.103, -1.377, 2.537)  0.001

---

Here is a molecular structure, C4H4MgO5Tl at a distorted geometry from the Open Molecules 2025 dataset. Energies are from wB97M-V/def2-TZVPD.

For the highest occupied orbital energy (alpha / beta), the calculation gives -10.7 / -11.9 eV. The electronic energy is -24579.0277 eV. Its total charge is +1. The calculation puts the HOMO-LUMO gap (alpha / beta) at 4.9 / 6.3 eV. The LUMO energy (alpha / beta) comes out at -5.8147 / -5.5748 eV. As for the energy relative to the best compared isomer or geometry (same formula, charge and spin): 158.8 kJ/mol.

Last column: natural (NBO) charge in e.
CARTESIAN COORDINATES (ANGSTROEM)
O (-0.107, -3.025, 0.620)  -0.743
C (0.224, -1.822, 0.472)  0.993
O (1.303, -1.486, -0.102)  -0.965
O (-0.683, -0.927, 0.851)  -0.512
C (-0.314, 0.386, 1.355)  -0.117
C (-0.129, 1.517, 0.359)  -0.785
H (0.619, 0.277, 1.928)  0.204
H (-1.092, 0.595, 2.101)  0.235
H (-0.348, 2.454, -0.176)  0.280
H (0.228, 2.258, 1.106)  0.233
O (-1.895, 1.429, -1.497)  -0.403
O (-0.036, 0.855, -2.578)  -0.730
C (-1.203, 1.173, -2.476)  0.986
Tl (1.904, -4.090, -0.657)  0.928
Mg (1.528, 0.406, -1.305)  1.395

---

Here is a molecular structure, C4H4MnO at a distorted geometry from the Open Molecules 2025 dataset. Energies are from wB97M-V/def2-TZVPD.

The multiplicity is 6. For the highest occupied orbital energy (alpha / beta), the calculation gives -17.0 / -16.9 eV. The electronic energy is -37554.2631 eV. Its total charge is +2. The calculation puts the HOMO-LUMO gap (alpha / beta) at 5.0 / 4.6 eV. The LUMO energy (alpha / beta) comes out at -12.0080 / -12.2856 eV. As for the energy relative to the best compared isomer or geometry (same formula, charge and spin): 0.0 kJ/mol.

Last column: Löwdin spin population.
CARTESIAN COORDINATES (ANGSTROEM)
H (1.392, -0.696, 0.075)  -0.008
C (0.892, -1.467, -0.874)  0.043
C (-0.283, -0.964, -1.062)  -0.038
H (1.176, -2.500, -1.071)  0.003
C (-0.992, 0.144, -0.680)  0.064
C (-0.766, 0.719, 0.593)  0.005
O (0.384, 1.120, 1.001)  0.105
Mn (0.936, 2.484, 2.095)  4.824
H (-1.319, 0.834, -1.464)  -0.003
H (-1.420, 0.326, 1.387)  0.004

---

Here is 2 unconnected molecules or ions with the total composition C4H4N at a distorted geometry from the Open Molecules 2025 dataset. Energies are from wB97M-V/def2-TZVPD.

For the highest occupied orbital energy, the calculation gives -16.2 eV. The electronic energy is -5689.8682 eV. Its total charge is +1. The calculation puts the HOMO-LUMO gap at 7.8 eV. The LUMO energy comes out at -8.3883 eV. As for the energy relative to the best compared isomer or geometry (same formula, charge and spin): 172.6 kJ/mol.

Last column: natural (NBO) charge in e.
CARTESIAN COORDINATES (ANGSTROEM)
C (2.244, 1.337, -0.046)  0.287
C (-3.397, 0.432, -0.031)  0.140
C (1.734, 0.207, 0.007)  -0.146
C (1.100, -0.937, -0.026)  0.036
N (-2.335, 0.065, -0.041)  -0.393
H (2.955, 2.021, -0.237)  0.252
H (-4.442, 0.699, -0.153)  0.255
H (0.077, -1.227, -0.192)  0.298
H (1.602, -1.914, -0.234)  0.271

---

Here is 2 unconnected molecules or ions with the total composition C4H4N at a distorted geometry from the Open Molecules 2025 dataset. Energies are from wB97M-V/def2-TZVPD.

For the highest occupied orbital energy (alpha / beta), the calculation gives -16.5 / -16.5 eV. The electronic energy is -5690.3863 eV. Its total charge is +1. The calculation puts the HOMO-LUMO gap (alpha / beta) at 8.9 / 8.9 eV. The LUMO energy (alpha / beta) comes out at -7.5751 / -7.5754 eV. As for the energy relative to the best compared isomer or geometry (same formula, charge and spin): 122.6 kJ/mol.

Last column: natural (NBO) charge in e.
CARTESIAN COORDINATES (ANGSTROEM)
C (-2.363, 0.775, -0.874)  0.194
C (2.285, -1.559, -0.082)  0.198
C (-1.295, 0.752, -0.243)  -0.185
C (-0.067, 0.890, 0.332)  0.038
N (1.231, -1.194, 0.153)  -0.381
H (-3.394, 0.804, -1.199)  0.287
H (3.147, -2.181, -0.118)  0.266
H (-0.011, 0.801, 1.450)  0.281
H (0.871, 0.888, -0.340)  0.302

---

Here is 2 unconnected molecules or ions with the total composition C4H4N at a distorted geometry from the Open Molecules 2025 dataset. Energies are from wB97M-V/def2-TZVPD.

For the highest occupied orbital energy, the calculation gives -16.3 eV. The electronic energy is -5689.8882 eV. Its total charge is +1. The calculation puts the HOMO-LUMO gap at 7.5 eV. The LUMO energy comes out at -8.7425 eV. As for the energy relative to the best compared isomer or geometry (same formula, charge and spin): 170.7 kJ/mol.

Last column: natural (NBO) charge in e.
CARTESIAN COORDINATES (ANGSTROEM)
C (-3.025, 0.225, -0.407)  0.286
C (3.383, 0.200, 0.198)  0.098
C (-1.933, -0.121, 0.050)  -0.164
C (-0.720, -0.458, 0.464)  0.076
N (2.900, -0.233, -0.705)  -0.339
H (-3.823, 0.822, -0.606)  0.262
H (3.813, 0.671, 1.051)  0.245
H (0.145, -0.344, -0.171)  0.278
H (-0.465, -0.645, 1.483)  0.258